{"formula": "C5H10OS2", "method": "wB97M-V/def2-TZVPD", "elements": ["C", "C", "C", "C", "C", "O", "S", "S", "H", "H", "H", "H", "H", "H", "H", "H", "H", "H"], "positions_angstrom": [[-1.39, 1.46, 0.10], [-0.82, 1.15, 1.53], [-1.20, 0.16, 0.81], [-1.31, -1.47, -1.45], [3.59, -1.88, -1.37], [2.52, 0.39, -0.32], [-1.14, -1.48, 0.42], [2.51, -1.24, -0.02], [-2.39, 1.96, 0.14], [-0.55, 1.58, -0.60], [2.95, 0.91, 0.35], [-0.70, 1.62, 2.50], [-1.54, -0.44, -1.62], [-2.12, -2.15, -1.71], [-0.43, -1.81, -1.94], [4.63, -2.12, -1.22], [3.46, -1.39, -2.31], [3.07, -2.82, -1.53]], "orbital_gap_ha": [0.196, 0.263], "multiplicity": 3, "de_lowest_kcal_mol": 41.8, "energy_ha": -1067.8348, "s_squared": 2.008, "lumo_ev": [0.78, -1.45]}

{"formula": "C5H10S", "method": "wB97M-V/def2-TZVPD", "elements": ["C", "C", "C", "C", "C", "H", "H", "H", "H", "H", "H", "H", "H", "H", "H", "S"], "positions_angstrom": [[-0.29, 1.67, -0.37], [-0.55, 0.44, 0.43], [0.47, -0.77, 0.03], [-2.04, 0.01, 0.44], [-2.60, -0.90, -0.35], [-0.57, 2.58, 0.17], [0.81, 1.75, -0.53], [-0.69, 1.66, -1.41], [-0.25, 0.56, 1.57], [0.30, -1.15, -1.00], [0.50, -1.60, 0.76], [2.72, -1.46, 0.03], [-2.61, 0.60, 1.14], [-2.02, -1.45, -1.13], [-3.64, -1.23, -0.45], [2.22, -0.19, -0.01]], "orbital_gap_ha": 0.364, "de_lowest_kcal_mol": 33.2, "energy_ha": -594.6422, "smiles": "C=C[C@H](C)CS", "lumo_ev": 0.94}

{"formula": "C5H10S2", "method": "wB97M-V/def2-TZVPD", "elements": ["C", "C", "C", "C", "C", "H", "H", "H", "H", "H", "H", "H", "H", "H", "H", "S", "S"], "positions_angstrom": [[-1.99, -1.29, 0.20], [0.15, 0.53, -0.10], [0.14, 2.00, -0.12], [0.61, 1.34, 1.11], [1.48, -1.50, 0.71], [-3.07, -1.44, -0.32], [-1.70, -2.35, -0.35], [-2.01, -1.72, 1.45], [-0.76, 2.82, -0.20], [0.94, 2.51, -0.64], [-0.09, 1.22, 1.93], [1.72, 1.19, 1.31], [2.29, -2.27, 0.68], [1.74, -0.82, 1.51], [0.58, -1.96, 1.09], [-1.53, 0.22, -0.24], [1.41, -0.45, -0.83]], "orbital_gap_ha": 0.337, "de_lowest_kcal_mol": 78.2, "energy_ha": -992.7387, "smiles": "CSC1(SC)CC1", "lumo_ev": 0.79}

{"formula": "C5H10S3", "method": "wB97M-V/def2-TZVPD", "elements": ["C", "C", "C", "C", "C", "H", "H", "H", "H", "H", "H", "H", "H", "H", "H", "S", "S", "S"], "positions_angstrom": [[-0.67, 2.05, -0.69], [-0.33, -0.34, 0.17], [-0.24, 0.29, 1.51], [0.39, -0.63, 2.45], [0.85, -1.39, -2.10], [-0.77, 2.53, 0.30], [0.38, 1.64, -1.12], [-1.21, 2.69, -1.42], [-0.61, -1.44, 0.21], [-1.29, 0.40, 1.83], [0.40, 1.27, 1.63], [1.58, -0.70, 2.38], [0.17, -0.92, -2.73], [0.36, -2.39, -1.75], [1.82, -1.50, -2.72], [-1.58, 0.58, -0.82], [-0.54, -1.68, 3.48], [1.31, -0.48, -0.61]], "orbital_gap_ha": 0.299, "de_lowest_kcal_mol": 59.2, "energy_ha": -1390.9768, "smiles": "CSC(CC=S)SC", "lumo_ev": -0.63}

{"formula": "C5H10Si", "method": "wB97M-V/def2-TZVPD", "elements": ["C", "C", "C", "C", "C", "Si", "H", "H", "H", "H", "H", "H", "H", "H", "H", "H"], "positions_angstrom": [[-2.46, 0.39, 0.04], [-3.55, 0.09, -0.33], [-1.08, 0.52, 0.43], [-0.29, -0.61, -0.40], [1.12, -0.86, 0.16], [2.42, 0.58, -0.07], [-4.50, -0.02, -0.70], [2.27, 1.48, 1.09], [-0.40, 1.49, 0.25], [-0.95, 0.45, 1.46], [-1.00, -1.46, -0.43], [-0.25, -0.18, -1.34], [1.06, -0.96, 1.31], [1.52, -1.82, -0.22], [2.42, 1.07, -1.47], [3.65, -0.15, 0.22]], "orbital_gap_ha": 0.399, "de_lowest_kcal_mol": 54.1, "energy_ha": -485.8809, "smiles": "C#CCCC[SiH3]", "lumo_ev": 1.00}

{"formula": "C5H11AlClF3Sc", "method": "wB97M-V/def2-TZVPD", "elements": ["Sc", "Cl", "C", "C", "H", "H", "H", "H", "H", "H", "Al", "C", "C", "H", "H", "H", "H", "H", "F", "C", "F", "F"], "positions_angstrom": [[1.55, -1.02, -1.36], [2.36, -2.90, -0.36], [2.51, 0.79, -2.10], [-0.06, -1.40, -2.76], [1.88, 1.23, -2.88], [2.43, 1.39, -1.18], [3.55, 0.82, -2.42], [-0.06, -0.63, -3.55], [-0.87, -1.17, -2.05], [-0.24, -2.40, -3.19], [-1.23, 0.34, 1.30], [-2.05, -0.90, 2.55], [-2.13, 1.80, 0.51], [-3.15, -0.81, 2.61], [-1.84, -1.91, 2.17], [-1.67, -0.83, 3.57], [-3.06, 1.66, -0.08], [-1.77, 2.83, 0.47], [1.18, -0.48, 2.37], [0.58, 0.73, 1.99], [0.55, 1.48, 3.16], [1.54, 1.37, 1.22]], "orbital_gap_ha": [0.202, 0.204], "de_lowest_kcal_mol": 0.0, "energy_ha": -1960.0722, "total_charge": -1, "lumo_ev": [2.41, 2.40]}

{"formula": "C5H11BCl2O2", "method": "wB97M-V/def2-TZVPD", "elements": ["B", "C", "C", "C", "C", "C", "O", "O", "Cl", "Cl", "H", "H", "H", "H", "H", "H", "H", "H", "H", "H", "H"], "positions_angstrom": [[-2.39, -1.60, 0.16], [2.69, 1.86, 0.00], [1.42, 1.10, -0.43], [1.39, -0.25, 0.33], [0.21, -1.06, -0.03], [-0.97, -0.91, 0.53], [-3.40, -0.86, -0.33], [-2.51, -2.98, 0.38], [-1.84, 1.98, -1.10], [-1.02, -0.15, 2.17], [3.50, 1.35, -0.51], [2.72, 1.93, 1.06], [2.77, 2.85, -0.40], [0.54, 1.64, 0.03], [1.35, 0.99, -1.53], [1.15, -0.02, 1.35], [2.40, -0.84, 0.28], [-2.40, 1.03, -0.65], [0.19, -1.22, -1.17], [-4.19, -1.43, -0.54], [-1.60, -3.42, 0.41]], "orbital_gap_ha": 0.363, "de_lowest_kcal_mol": 0.0, "energy_ha": -1292.8909, "smiles": "CCC/C=C(\\Cl)B(O)O.Cl", "lumo_ev": 0.31}